Computed, not measured: an isolated molecule of C11H12O, with wB97M-V/def2-TZVPD.

## Properties
* energy above the lowest of the compared OMol25 structures with the same formula, charge and spin: 486.8 kJ/mol
* calculated total energy: -13643.5843 eV
* LUMO level (spin up / spin down): -0.5 / -0.5 eV
* charge: 0
* HOMO energy (spin up / spin down): -6.974 / -6.970 eV

Element x y z (Å)
C: 0.349 -2.496 -3.637
C: 1.463 -2.168 -2.876
C: -0.908 -2.032 -3.270
C: 1.332 -1.373 -1.758
C: -1.055 -1.247 -2.147
C: 0.066 -0.907 -1.372
C: -0.045 -0.031 -0.257
C: 0.627 0.739 1.623
C: -0.870 1.069 1.439
C: 1.591 1.857 1.683
C: -1.727 0.715 2.647
O: -1.213 0.255 0.311
H: 0.458 -3.111 -4.518
H: 2.437 -2.532 -3.169
H: -1.773 -2.294 -3.862
H: 2.187 -1.107 -1.156
H: -2.026 -0.881 -1.848
H: -1.049 2.116 1.150
H: 1.703 2.099 2.744
H: 1.289 2.769 1.158
H: 2.564 1.534 1.320
H: -2.768 0.975 2.470
H: -1.364 1.259 3.515
H: -1.651 -0.351 2.841